Entry 1:
96
Properties=species:S:1:pos:R:3 method="wB97M-V/def2-TZVPD" e_tot_ev=-74933.9705 homo_ha=-0.30295 gap_ev=5.19 max_force_ev_per_a=11.9 total_charge=+1 de_lowest_ev=3.657 mol_weight_da=724.5
C -0.8863 -1.2121 -2.4511
C -1.9086 0.8834 -2.1966
C -1.5239 -1.4208 -3.6602
C -2.5112 0.7553 -3.4252
C -2.3207 -0.4160 -4.1572
H -1.3435 -2.3641 -4.1919
H -3.1532 1.5534 -3.7989
H -2.8128 -0.5249 -5.1227
N -1.0868 -0.0907 -1.7938
P 1.6307 -1.4467 -1.1611
P -1.8922 1.9958 0.4553
C 0.1168 -2.2592 -1.8695
H -0.3834 -2.8502 -1.0828
H 0.4263 -2.9611 -2.6528
C 1.0074 0.4505 2.0245
O 1.4606 0.5106 3.1124
C -2.2121 2.0104 -1.2657
H -2.9437 2.7290 -1.6421
C -3.3455 1.1512 1.3109
C -1.4775 3.6636 1.0743
C 2.5343 -2.6236 -0.0679
C 2.5024 -0.7342 -2.6188
C -2.9048 0.5834 2.6945
H -2.7434 1.3789 3.4281
H -3.7094 -0.0634 3.0754
H -1.9944 -0.0112 2.6362
C -4.4744 2.1567 1.5058
H -4.2531 2.9401 2.2337
H -4.7787 2.6105 0.5616
H -5.3508 1.6031 1.8953
C -3.8513 0.0407 0.3835
H -4.5348 -0.6082 0.9377
H -4.3901 0.4771 -0.4660
H -3.0550 -0.5753 -0.0292
C -1.4342 3.6318 2.6206
H -0.7259 2.8810 2.9981
H -1.0943 4.6161 2.9719
H -2.4144 3.4443 3.0599
C -0.1090 4.1313 0.5700
H 0.7226 3.5872 1.0501
H -0.0081 4.0166 -0.5175
H 0.0184 5.1899 0.8147
C -2.5227 4.6180 0.5379
H -3.5422 4.3748 0.8464
H -2.2989 5.6241 0.9295
H -2.4924 4.6746 -0.5498
C 3.8549 -0.1525 -2.1468
H 4.3329 0.3522 -2.9973
H 3.7327 0.6030 -1.3518
H 4.5363 -0.9308 -1.7956
C 1.6909 0.3637 -3.3398
H 0.7980 -0.0351 -3.8241
H 1.3727 1.1927 -2.6705
H 2.3331 0.8133 -4.1065
C 2.7334 -1.8377 -3.6419
H 3.2843 -1.3976 -4.4902
H 3.3375 -2.6671 -3.2661
H 1.7983 -2.2340 -4.0402
C 1.5578 -3.3055 0.9035
H 0.7867 -3.8850 0.3911
H 2.1337 -3.9933 1.5350
H 1.0739 -2.5781 1.5655
C 3.5629 -1.8323 0.7792
H 3.0696 -1.0544 1.3887
H 4.0488 -2.5364 1.4667
H 4.3372 -1.3579 0.1745
C 3.2293 -3.6706 -0.9283
H 2.5389 -4.1971 -1.5934
H 4.0563 -3.2603 -1.5160
H 3.6714 -4.4290 -0.2523
Sr 0.1797 0.4185 -0.0217
N -1.0301 -1.4021 0.9043
C -1.6816 -2.3557 1.2507
C -2.4173 -3.3655 1.6044
C -2.0307 -4.1967 2.6787
C -3.6153 -3.6419 0.9148
C -2.8317 -5.2801 3.0505
H -1.0990 -3.9818 3.2195
C -4.4107 -4.7284 1.2912
H -3.9185 -2.9924 0.0797
C -4.0186 -5.5443 2.3564
H -2.5275 -5.9177 3.8840
H -5.3374 -4.9322 0.7498
H -4.6431 -6.3929 2.6501
S 2.0395 2.5524 -0.9055
C 3.3897 2.8661 0.1336
N 4.6060 3.2245 -0.5133
C 5.6978 3.5369 0.2655
C 5.6189 3.5038 1.6156
C 4.4253 3.1522 2.2581
C 3.3370 2.8493 1.5117
H 4.6300 3.2531 -1.5064
H 6.5902 3.8077 -0.2827
H 6.4987 3.7617 2.2159
H 4.3666 3.1349 3.3461
H 2.3745 2.5784 1.9978

Entry 2:
97
Properties=species:S:1:pos:R:3 method="wB97M-V/def2-TZVPD" e_tot_ev=-96068.5944 homo_ha="-0.59948 / -0.60128" gap_ev="6.21 / 5.61" max_force_ev_per_a=8.7 total_charge=+3 mol_weight_da=674.7 multiplicity=4
C 2.0425 -2.4205 0.0839
C 1.9429 -0.9409 -1.6693
C 3.1071 -3.1125 -0.5110
C 3.2404 -1.3203 -2.1030
C 3.7986 -2.4845 -1.5467
H 3.3139 -4.1255 -0.1879
H 3.7142 -0.8332 -2.9564
H 4.6837 -2.9494 -2.0045
N 1.7184 -1.1583 -0.3011
P 0.3667 -1.8386 2.1333
P 0.0052 1.1684 -2.4692
C 1.0557 -3.1164 1.0130
H 0.2392 -3.5215 0.4042
H 1.5228 -3.9537 1.5350
C 0.8395 -0.5525 -2.6505
H 1.3428 -0.2448 -3.5689
C -0.6566 1.0823 -4.2805
C 0.5733 3.1016 -2.0590
C -1.3011 -2.4612 2.6948
C 1.7483 -1.8664 3.4579
C -2.1511 0.8874 -3.9726
H -2.5708 1.7039 -3.3649
H -2.7127 0.8339 -4.9156
H -2.3124 -0.0500 -3.4218
C -0.3820 2.2990 -5.1670
H -0.7706 3.2501 -4.7894
H 0.6931 2.4027 -5.3817
H -0.8731 2.1084 -6.1359
C -0.1476 -0.1262 -5.0901
H -0.7899 -0.2877 -5.9602
H 0.9017 -0.0296 -5.3970
H -0.2029 -1.0521 -4.5314
C -0.7356 3.9278 -2.1477
H -1.4699 3.5320 -1.4240
H -0.5277 4.9754 -1.8630
H -1.1984 3.9338 -3.1481
C 1.0726 3.1862 -0.6078
H 0.2923 2.8807 0.1076
H 1.9856 2.5883 -0.4494
H 1.3181 4.2399 -0.3792
C 1.6933 3.5591 -3.0004
H 1.4002 3.5894 -4.0588
H 1.9943 4.5820 -2.7122
H 2.5774 2.9080 -2.8912
C 1.2861 -0.9849 4.6333
H 2.1308 -0.9316 5.3426
H 1.0521 0.0428 4.2936
H 0.4207 -1.4232 5.1618
C 3.0456 -1.2829 2.8568
H 3.4429 -1.9258 2.0560
H 2.9094 -0.2618 2.4805
H 3.7878 -1.2580 3.6729
C 2.0709 -3.3024 3.9318
H 2.7835 -3.2006 4.7675
H 1.1830 -3.8416 4.2956
H 2.5645 -3.8822 3.1339
C -2.1378 -2.8173 1.4578
H -1.7230 -3.6654 0.9032
H -3.1497 -3.0889 1.7868
H -2.2249 -1.9770 0.7570
C -2.0081 -1.3278 3.4486
H -2.1991 -0.4692 2.7929
H -2.9728 -1.7105 3.8085
H -1.4374 -0.9784 4.3172
C -1.1478 -3.6914 3.5917
H -0.5613 -4.4833 3.1047
H -0.7092 -3.4407 4.5677
H -2.1523 -4.0956 3.7848
Mn -0.0501 -0.2549 0.4455
C 0.8649 0.8073 1.5641
O 1.4988 1.5660 2.2275
N -0.8641 -1.0862 -0.9682
C -0.4339 -1.2590 -2.2305
C -1.0302 -2.4401 -2.9747
C -2.3689 -2.6662 -2.6459
C -0.3428 -3.3735 -3.7960
C -3.0474 -3.7485 -3.1866
H -2.8506 -2.0200 -1.9096
C -1.0597 -4.4355 -4.3588
H 0.7418 -3.2647 -3.9416
C -2.4032 -4.6049 -4.0601
H -4.0749 -3.9266 -2.9248
H -0.5266 -5.1165 -5.0179
H -2.9515 -5.3880 -4.5381
N -5.3225 2.7583 1.7550
C -4.1535 2.2072 1.3973
C -2.9360 2.6425 1.9519
C -1.7496 2.0019 1.6180
N -1.6958 0.8954 0.7961
C -2.8908 0.5393 0.1863
C -4.1053 1.1353 0.4852
H -5.3723 3.5238 2.3886
H -6.1871 2.4474 1.3423
H -2.9045 3.4576 2.6763
H -0.8027 2.3636 2.0352
H -2.8208 -0.2596 -0.5615
H -5.0135 0.7304 0.0294

Entry 3:
105
Properties=species:S:1:pos:R:3 method="wB97M-V/def2-TZVPD" e_tot_ev=-273197.8136 homo_ha="-0.43288 / -0.43274" gap_ev="4.43 / 4.42" max_force_ev_per_a=3.0 total_charge=+2 de_lowest_ev=0.000 mol_weight_da=1126.4
Rh 0.6734 -0.2643 -0.0927
C -4.6061 1.9525 1.5039
N -3.1915 2.2696 1.6640
C -2.8185 2.7697 2.9864
P -2.2053 2.7545 0.4369
O -0.7976 2.3534 0.6274
O -2.8345 2.0024 -0.8709
P -2.3562 0.6165 -1.5786
O -1.5626 -0.2673 -0.6744
N -3.7078 -0.1148 -2.1294
C -4.3417 -1.1533 -1.3204
C -4.6030 0.6432 -3.0039
N -1.5698 1.1336 -2.9521
C -1.0417 0.0144 -3.7377
C -0.6122 2.2235 -2.8083
N -2.4030 4.3702 0.1951
C -1.5779 5.0880 -0.7703
C -3.7217 4.9736 0.3863
H -4.8471 1.0630 2.0913
H -4.8261 1.7521 0.4578
H -5.2519 2.7644 1.8475
H -3.4180 3.6353 3.2831
H -1.7676 3.0585 2.9790
H -2.9588 1.9877 3.7351
H -3.6058 -1.5590 -0.6287
H -4.6967 -1.9553 -1.9687
H -5.1937 -0.7634 -0.7559
H -4.0399 1.4261 -3.5058
H -5.4240 1.0974 -2.4424
H -5.0257 -0.0249 -3.7551
H -1.8063 -0.7561 -3.8232
H -0.1420 -0.4233 -3.2811
H -0.7887 0.3723 -4.7354
H -1.1179 3.0871 -2.3872
H -0.2331 2.4885 -3.7947
H 0.2391 1.9622 -2.1581
H -0.6260 4.5768 -0.8960
H -1.3846 6.0952 -0.3983
H -2.0777 5.1783 -1.7400
H -4.2050 4.5556 1.2642
H -4.3724 4.8370 -0.4827
H -3.5914 6.0426 0.5521
C 0.1901 -2.6580 3.1877
As -0.1151 -1.0109 2.1626
C -2.0427 -0.9725 2.3590
C 0.5531 0.3690 3.3705
C 0.1479 0.3176 4.7010
C 0.6028 1.2563 5.6122
C 1.4745 2.2510 5.1928
C 1.8753 2.3093 3.8670
C 1.4208 1.3701 2.9448
As 2.0163 1.5293 1.0894
C 1.9167 3.4543 0.7787
C 3.9641 1.4232 1.2663
H -0.7083 -2.8806 3.7614
H 1.0381 -2.5442 3.8547
H 0.3844 -3.4814 2.5005
H -2.3124 -0.8025 3.4003
H -2.4161 -1.9463 2.0416
H -2.4598 -0.1967 1.7271
H -0.5230 -0.4715 5.0233
H 0.2857 1.2119 6.6450
H 1.8472 2.9772 5.9020
H 2.5478 3.0976 3.5503
H 2.7041 3.9528 1.3419
H 0.9433 3.8252 1.0826
H 2.0677 3.6568 -0.2818
H 4.2785 2.1057 2.0552
H 4.4071 1.7439 0.3229
H 4.3213 0.4229 1.4968
Br 0.6414 -6.3124 -0.4035
C 0.1191 -5.6989 -2.1147
C -0.0808 -6.6285 -3.1248
C -0.4562 -6.2033 -4.3891
C -0.6377 -4.8539 -4.6485
C -0.4501 -3.9231 -3.6399
C -0.0756 -4.3491 -2.3764
I 0.0716 -2.9257 -0.7821
H 0.0459 -7.6800 -2.9101
H -0.6109 -6.9325 -5.1718
H -0.9427 -4.5259 -5.6323
H -0.6041 -2.8705 -3.8328
C 3.8738 -4.2425 2.3827
C 3.4912 -3.0152 2.9051
C 3.0736 -1.9949 2.0683
C 3.1159 -2.1555 0.6766
C 3.5065 -3.4046 0.1609
C 3.8561 -4.4376 1.0063
N 2.7246 -1.1265 -0.1661
C 3.4518 -0.7217 -1.2410
C 4.8272 -1.0026 -1.4006
C 5.5262 -0.4714 -2.4642
C 4.8951 0.3531 -3.3933
C 3.5452 0.6441 -3.2513
C 2.8342 0.1160 -2.1926
H 4.1823 -5.0414 3.0424
H 3.5386 -2.8544 3.9750
H 2.7833 -1.0341 2.4812
H 3.4877 -3.5572 -0.9109
H 4.1151 -5.4003 0.5866
H 5.3301 -1.6019 -0.6548
H 6.5810 -0.6854 -2.5708
H 5.4528 0.7646 -4.2224
H 3.0533 1.2776 -3.9777
H 1.7646 0.3224 -2.0877

Entry 4:
104
Properties=species:S:1:pos:R:3 method="wB97M-V/def2-TZVPD" e_tot_ev=-113658.7981 homo_ha=-0.14686 gap_ev=6.40 max_force_ev_per_a=0.8 total_charge=-1 de_lowest_ev=0.364 mol_weight_da=791.0
Ca -0.7601 -0.9578 0.4056
C -3.4975 0.4101 -3.0506
C -2.5303 1.6044 -3.0057
C -3.1927 2.9196 -3.4321
P -1.5502 1.4933 -1.4237
C -0.4222 2.9750 -1.4570
C -1.0645 4.3157 -1.1094
C 0.3208 3.0267 -2.7919
C -2.6688 1.8872 -0.0387
C -4.0319 2.1721 -0.1454
C -4.8246 2.3553 0.9754
C -4.2529 2.2393 2.2399
C -2.9132 1.9344 2.3678
C -2.0885 1.7440 1.2440
N -0.7766 1.2957 1.3782
C 0.0965 1.9803 2.1592
C -0.0827 3.3636 2.4543
C 0.8496 4.1043 3.1435
C 2.0280 3.5182 3.6097
C 2.2163 2.1667 3.3761
C 1.2907 1.3795 2.6820
P 1.4729 -0.4210 2.4840
C 1.5260 -1.1347 4.2157
C 2.2543 -0.3613 5.3105
C 0.0792 -1.4028 4.6453
C 3.1784 -0.7694 1.8025
C 4.4371 -0.3912 2.5781
C 3.2216 -2.2567 1.4222
H -3.8854 0.2776 -4.0643
H -4.3465 0.5466 -2.3801
H -2.9889 -0.5069 -2.7474
H -1.7470 1.3897 -3.7418
H -3.8277 3.3450 -2.6566
H -3.8124 2.7467 -4.3184
H -2.4494 3.6719 -3.6946
H 0.2877 2.7310 -0.6636
H -1.8016 4.6181 -1.8538
H -0.2984 5.0968 -1.0534
H -1.5663 4.2634 -0.1426
H -0.3336 3.3812 -3.5912
H 0.6937 2.0388 -3.0769
H 1.1685 3.7168 -2.7339
H -4.4984 2.2441 -1.1161
H -5.8808 2.5669 0.8639
H -4.8653 2.3574 3.1261
H -2.4705 1.8013 3.3486
H -0.9839 3.8496 2.0970
H 0.6614 5.1584 3.3159
H 2.7651 4.0948 4.1546
H 3.1073 1.7009 3.7695
H 2.0305 -2.0969 4.0725
H 1.7814 0.6092 5.4754
H 3.3056 -0.1921 5.0796
H 2.2001 -0.9227 6.2487
H -0.4671 -0.4594 4.7469
H 0.0494 -1.9117 5.6138
H -0.4498 -2.0055 3.9103
H 3.1594 -0.1989 0.8766
H 4.4913 -0.9170 3.5332
H 4.5034 0.6798 2.7630
H 5.3179 -0.6846 1.9969
H 3.2814 -2.8883 2.3144
H 4.1063 -2.4684 0.8126
H 2.3324 -2.5438 0.8598
O -4.3267 -2.4479 2.1997
S -3.1530 -2.3672 1.3739
O -3.1931 -1.3663 0.3069
O -1.8934 -2.2101 2.1061
C -3.0703 -3.9898 0.5418
C -4.0860 -4.8574 0.9318
C -4.2111 -6.1296 0.3990
C -3.3021 -6.5585 -0.5549
C -2.2844 -5.7085 -0.9509
C -2.1462 -4.4299 -0.4201
S -0.7131 -3.5385 -1.0864
O 0.1663 -3.2292 0.0484
O -0.1380 -4.4341 -2.0606
O -1.1941 -2.2741 -1.6549
H -4.7888 -4.5037 1.6721
H -5.0176 -6.7704 0.7325
H -3.3739 -7.5459 -0.9935
H -1.5669 -6.0295 -1.6911
C 2.7086 -2.7900 -2.9764
C 2.1020 -1.5101 -3.5414
N 2.6563 -0.3126 -2.9210
C 3.7902 0.2963 -3.5939
C 3.3861 1.3140 -4.6574
C 2.1970 0.0959 -1.6944
C 2.8440 1.3160 -1.0936
N 1.2709 -0.5044 -1.0387
H 2.2830 -3.6615 -3.4725
H 2.4862 -2.8824 -1.9140
H 3.7947 -2.7928 -3.1089
H 1.0155 -1.5266 -3.4245
H 2.2924 -1.4362 -4.6137
H 4.3703 -0.5050 -4.0586
H 4.4496 0.7648 -2.8663
H 2.7416 0.8501 -5.4067
H 4.2669 1.7166 -5.1625
H 2.8348 2.1391 -4.2054
H 3.8660 1.0983 -0.7749
H 2.2643 1.6158 -0.2227
H 2.8792 2.1419 -1.8029
H 0.9080 -1.3171 -1.5331